# 1
Below is C29H47BN6O as an isolated structure at a distorted geometry, with properties calculated with ωB97M-V/def2-TZVPD.

XYZ file:
```
84
Properties=species:S:1:pos:R:3:lowdin_charge:R:1
C 20.599 5.309 31.167 -0.021
C 21.407 6.503 30.578 -0.446
C 22.696 6.874 31.549 -0.126
C 23.780 7.588 30.929 -0.165
C 24.151 6.844 29.442 -0.062
C 22.993 6.864 28.473 -0.437
N 21.828 6.162 29.225 0.063
O 20.981 5.568 28.443 0.157
C 23.298 5.950 27.195 -0.011
C 22.545 8.239 27.874 -0.008
C 20.495 7.716 30.511 -0.069
H 20.724 5.407 32.327 0.137
H 21.111 4.359 31.208 0.052
H 19.681 5.061 30.702 0.067
H 23.311 5.824 31.823 0.176
H 22.430 7.229 32.417 0.059
H 24.678 7.469 31.494 0.100
H 23.636 8.746 30.801 0.135
H 24.666 6.042 29.692 0.055
H 25.006 7.517 28.993 0.166
H 22.536 5.999 26.422 0.079
H 23.291 4.828 27.447 0.098
H 24.331 6.170 26.968 0.089
H 23.405 8.587 27.293 0.089
H 22.733 9.019 28.759 0.111
H 21.549 7.967 27.320 0.139
H 19.440 7.761 29.799 0.159
H 21.022 8.778 30.166 0.114
H 20.026 8.038 31.618 0.154
B 24.391 2.414 29.597 -0.458
H 23.537 3.089 30.120 -0.071
H 25.346 2.422 30.236 -0.089
H 24.031 1.204 29.589 -0.029
H 24.683 2.689 28.362 -0.012
N 20.941 -0.236 28.173 -0.092
C 22.093 -0.917 28.455 -0.133
C 22.171 -2.156 27.648 -0.046
C 20.819 -2.102 26.870 -0.068
C 20.229 -0.742 27.242 -0.201
H 20.709 0.883 28.350 0.027
H 22.958 -0.662 29.176 0.097
H 22.990 -2.703 27.602 0.004
H 20.583 -2.639 25.895 0.061
H 19.286 -0.168 26.862 0.121
N 27.028 -0.517 32.756 -0.114
C 25.677 -0.271 32.267 -0.093
C 24.992 -1.542 32.669 -0.151
C 25.931 -2.546 33.181 -0.083
C 27.375 -1.820 33.140 -0.095
H 27.699 0.414 32.821 0.205
H 25.331 0.808 31.917 0.103
H 24.026 -1.758 32.286 0.051
H 25.734 -3.694 33.544 0.115
H 28.298 -1.913 33.640 0.053
N 21.013 2.063 28.736 -0.112
C 20.035 2.035 29.691 -0.083
C 18.775 2.353 28.992 -0.038
C 19.097 2.463 27.531 -0.017
C 20.659 2.292 27.508 -0.129
H 22.024 2.494 28.935 0.167
H 20.374 1.882 30.652 0.095
H 17.816 2.634 29.461 0.087
H 18.586 2.917 26.634 0.095
H 21.161 2.388 26.598 0.114
N 26.852 0.662 28.064 -0.055
C 27.334 -0.592 28.363 -0.165
C 28.126 -1.104 27.208 -0.103
C 28.028 0.025 26.211 -0.089
C 27.340 1.205 26.870 -0.104
H 26.216 1.237 28.693 0.077
H 27.058 -1.270 29.410 0.163
H 28.531 -2.180 27.162 0.090
H 28.387 0.041 25.278 0.004
H 27.002 2.171 26.450 0.088
N 24.853 3.801 33.086 -0.033
C 23.671 3.859 33.882 -0.147
C 23.998 4.255 35.274 -0.044
C 25.598 4.503 35.255 -0.019
C 25.996 4.108 33.843 -0.111
H 24.688 3.581 32.088 0.085
H 22.726 3.615 33.300 0.101
H 23.281 4.365 36.005 0.023
H 26.036 4.769 36.182 0.038
H 26.953 4.176 33.407 0.067
```

Summary:
relative energy (zero: lowest compared OMol25 entry of this formula, charge and spin) = 510.53 kJ/mol
calculated total energy = -42476.22522 eV
orbital gap = 0.074 Ha

# 2
Below is C29H47BrMgN2OP2 as an isolated structure at a distorted geometry, with properties calculated with ωB97M-V/def2-TZVPD.

XYZ file:
```
83
Properties=species:S:1:pos:R:3:lowdin_charge:R:1
C -1.146 -7.830 -2.540 0.020
C -1.466 -6.567 -3.094 -0.197
C -1.916 -6.601 -4.444 0.020
C -1.897 -7.803 -5.166 -0.088
N -1.529 -8.972 -4.630 0.105
C -1.161 -8.973 -3.354 -0.098
C -1.303 -5.332 -2.380 0.171
C -1.044 -4.103 -2.293 -0.064
C -0.272 -3.178 -3.118 -0.277
C -0.370 -1.808 -2.840 -0.189
C 0.843 -1.262 -2.484 -0.189
C 1.873 -1.523 -3.402 -0.717
C 1.727 -2.607 -4.305 -0.022
C 0.769 -3.585 -3.978 0.041
Mg -0.926 -2.599 -0.927 0.876
P -2.576 -0.254 0.202 0.980
H -2.283 -5.712 -4.957 0.127
H -0.872 -7.958 -1.497 0.123
H -2.205 -7.835 -6.196 0.120
H -0.876 -9.941 -2.948 0.125
H 0.775 -4.645 -4.301 0.151
H -1.295 -1.224 -2.935 0.123
H 2.428 -2.782 -5.123 0.134
H 1.021 -0.660 -1.577 0.102
C -2.484 1.615 0.500 -0.386
C -3.665 2.534 0.214 -0.137
H -1.602 1.944 -0.075 0.062
H -2.194 1.693 1.559 0.077
H -3.504 3.484 0.739 0.094
H -3.761 2.760 -0.854 0.058
H -4.623 2.137 0.568 0.053
C -3.736 -0.273 -1.256 -0.436
C -4.709 -1.435 -1.311 -0.143
H -3.091 -0.330 -2.149 0.024
H -4.285 0.682 -1.302 0.077
H -5.206 -1.454 -2.286 0.086
H -4.230 -2.411 -1.177 0.058
H -5.506 -1.361 -0.569 0.073
C -3.651 -0.692 1.661 -0.407
C -4.890 0.141 1.983 -0.134
H -2.933 -0.648 2.499 0.069
H -3.900 -1.753 1.503 0.072
H -5.431 -0.367 2.793 0.088
H -4.617 1.141 2.346 0.074
H -5.575 0.230 1.125 0.073
Br 3.310 -0.489 -3.019 0.932
P -0.987 1.870 -4.791 0.966
C -2.411 1.895 -3.645 -0.447
C -3.309 3.119 -3.914 -0.164
H -2.029 1.888 -2.610 0.054
H -2.994 0.975 -3.813 0.064
H -4.264 3.016 -3.381 0.064
H -2.841 4.054 -3.574 0.076
H -3.517 3.223 -4.990 0.070
C 0.487 2.496 -3.947 -0.446
C 1.578 2.939 -4.935 -0.161
H 0.879 1.729 -3.267 0.042
H 0.166 3.362 -3.351 0.084
H 2.455 3.313 -4.397 0.072
H 1.939 2.118 -5.561 0.061
H 1.208 3.731 -5.597 0.075
C -0.630 0.158 -5.293 -0.443
C -1.148 -0.112 -6.710 -0.153
H -1.127 -0.522 -4.598 0.032
H 0.453 -0.019 -5.206 0.070
H -0.893 -1.134 -7.013 0.066
H -2.243 -0.001 -6.740 0.076
H -0.677 0.596 -7.406 0.075
C 2.623 -1.306 3.564 -0.023
N 1.308 -1.600 2.977 -0.126
C 0.177 -1.390 3.871 -0.019
C 1.107 -1.731 1.643 -0.437
C 2.263 -1.345 0.780 0.017
O -0.003 -2.095 1.139 -0.112
H 2.575 -1.394 4.656 0.101
H 2.954 -0.284 3.342 0.106
H 3.389 -1.999 3.199 0.099
H -0.211 -0.364 3.764 0.106
H -0.614 -2.116 3.668 0.093
H 0.508 -1.502 4.908 0.096
H 2.076 -1.689 -0.228 0.046
H 2.357 -0.252 0.776 0.122
H 3.196 -1.791 1.121 0.096
```

Summary:
relative energy (zero: lowest compared OMol25 entry of this formula, charge and spin) = 223.66 kJ/mol
calculated total energy = -129908.89425 eV
orbital gap (alpha / beta) = 0.156 / 0.156 Ha
total charge = +2